# C24H26BrCl2IrN4OS3

A structure of composition C24H26BrCl2IrN4OS3 (ωB97M-V/def2-TZVPD, OMol25).

XYZ file:
```
62
Properties=species:S:1:pos:R:3:forces:R:3
S -1.760697 1.605435 1.040849 -0.08 -0.05 -0.02
C 1.503825 -4.238396 0.315152 0.01 -0.01 -0.01
C -1.533958 1.351360 2.757842 0.21 -0.11 0.23
N -0.707994 0.479462 3.275901 -0.14 0.05 -0.12
C 1.449988 2.535146 2.434988 -0.01 0.03 -0.06
H -3.568672 -0.716230 -3.685306 -0.01 -0.02 0.01
C 1.175494 4.789435 0.852772 0.01 0.03 0.01
N -2.275373 2.091148 3.590328 -0.12 0.02 0.02
Cl 0.568989 1.187610 -1.796345 0.11 -0.11 0.06
C 2.258797 0.733257 -2.120237 -0.10 0.03 0.06
H -1.813070 -0.737448 -3.634363 0.00 -0.02 0.00
H -3.654609 -2.973989 -2.575316 0.00 0.01 0.00
C 4.820296 0.061387 -2.741866 0.02 -0.01 0.01
H -0.420005 -3.023786 3.823425 -0.01 0.00 -0.04
O -1.698818 -0.862861 -0.675409 -0.21 -0.32 -0.43
H -6.368019 0.098527 -1.071251 0.00 0.02 0.01
C -4.334638 -0.579963 -0.919075 0.06 -0.02 -0.05
C 3.071592 0.340299 -1.062205 -0.01 0.06 -0.13
H -5.180398 1.406947 -1.088894 0.00 0.01 0.00
C 1.322456 -3.612691 -0.906783 -0.01 0.02 -0.01
C -2.710480 -1.085803 -3.118881 -0.03 0.05 -0.03
Ir 0.243967 0.517400 0.491290 0.44 0.46 0.27
H 0.246457 3.519340 -0.568522 -0.01 0.01 -0.02
H -2.193962 1.949160 4.582877 0.01 0.01 -0.01
C 3.960401 0.467270 -3.750105 -0.03 0.01 -0.03
H -5.427858 0.407328 -2.522525 -0.01 -0.01 0.00
C 1.748508 4.888576 2.107652 0.00 0.00 -0.01
C 0.727998 3.556428 0.397987 -0.03 -0.04 0.04
H 4.306099 0.514643 -4.772801 0.00 0.01 0.00
C 0.744420 -2.250983 1.387772 -0.09 0.00 0.05
C 0.158573 -2.102397 3.890622 0.08 0.03 0.07
C 0.851897 -2.309404 -0.923626 0.08 -0.01 0.02
S 2.603065 0.305945 0.621400 0.03 -0.07 -0.17
C 1.884837 3.766204 2.904955 0.02 -0.01 0.01
H 1.962430 1.138220 -4.203061 -0.01 0.00 0.00
Cl 5.491485 -0.496641 -0.203912 0.01 -0.01 0.01
C 0.295553 -1.464074 2.553697 -0.05 -0.27 -0.08
H 1.064360 5.669481 0.234321 0.00 0.00 0.00
H 2.344527 3.843765 3.880650 0.00 0.00 0.00
H -0.316145 -1.428154 4.594353 0.02 0.01 -0.02
H 1.874308 -5.253233 0.363210 0.00 0.00 -0.01
H -2.530904 -3.059351 -3.923092 0.00 -0.02 0.02
H -2.842655 2.841989 3.242408 0.03 0.03 0.00
C 2.655609 0.811870 -3.440277 0.07 -0.03 0.03
C -2.706760 -2.594298 -2.953281 0.01 -0.02 -0.04
H 1.320683 -4.027178 2.447007 -0.01 0.01 0.01
C 1.198880 -3.555325 1.483195 0.03 0.04 -0.03
H 1.601854 1.669218 3.063736 -0.02 -0.03 0.03
N 0.584881 -1.652730 0.195195 -0.08 0.05 0.17
C 4.383766 0.002107 -1.430959 -0.02 0.01 0.01
H -4.188498 -0.509029 0.159040 -0.05 0.04 0.00
N -0.067539 -0.252753 2.305347 -0.06 0.26 0.00
S -2.701484 -0.164279 -1.566905 0.01 0.07 0.17
H -4.566078 -1.615666 -1.165374 0.03 0.00 0.03
H 5.842671 -0.209921 -2.964600 0.00 0.00 0.01
C -5.383843 0.393525 -1.432406 -0.02 -0.02 -0.01
C 0.863719 2.415148 1.179535 -0.04 -0.10 -0.05
H -1.916402 -2.903239 -2.270089 0.00 0.00 0.01
H 1.539021 -4.117880 -1.837007 0.00 -0.01 0.00
Br 2.352313 6.566747 2.734415 -0.01 -0.01 0.00
H 0.689761 -1.767240 -1.845942 -0.02 -0.03 -0.01
H 1.155373 -2.359436 4.258490 -0.03 -0.02 0.04
```
Positions in Å, forces in eV/Å.

* LUMO (alpha / beta): -3.2937 / -4.5811 eV
* orbital gap (alpha / beta): 6.966 / 5.686 eV
* highest occupied orbital energy (alpha / beta): -10.26 / -10.27 eV
* charge: +1
* expectation value of S²: 0.756
* relative energy (zero: lowest compared OMol25 entry of this formula, charge and spin): 19.5 kcal/mol
* spin multiplicity: 2

natural (NBO) atomic charge list, values in e, 4 entries: -0.015, -0.137, 0.299, -0.421